<i>
ORCA calculation (ωB97M-V/def2-TZVPD) on a cluster of 2 separate species, C4H6O2S2 in total.

Values from the calculation:
molar mass: 150.2 Da
lowest unoccupied orbital energy: 0.038 eV
total charge: 0
orbital gap: 0.320 Eh
E_HOMO: -8.67 eV

Bonds (Å) are listed after each position.
CARTESIAN COORDINATES (ANGSTROEM)
1 C 2.86 -1.84 0.33  C2 1.314, H9 1.069, H10 1.131
2 C 1.76 -1.34 0.84  C1 1.314, S8 1.778, H11 1.016
3 C -2.96 1.82 -0.96  C4 1.264, S7 1.533
4 C -3.16 1.56 0.26  C3 1.264, H12 1.007, H14 1.099
5 O 0.58 0.96 1.32  S8 1.459
6 O 0.63 -0.44 -1.01  S8 1.736, H13 0.948
7 S -2.68 2.13 -2.44  C3 1.533
8 S 1.43 0.33 0.32  C2 1.778, O5 1.459, O6 1.736
9 H 3.35 -2.79 0.41  C1 1.069
10 H 3.58 -1.21 -0.27  C1 1.131
11 H 1.17 -1.92 1.43  C2 1.016
12 H -4.07 1.85 0.57  C4 1.007
13 H 0.23 0.14 -1.65  O6 0.948
14 H -2.71 0.75 0.85  C4 1.099



<ii>
ORCA calculation (ωB97M-V/def2-TZVPD) on the molecule C4H6O2S2.

Values from the calculation:
molar mass: 150.2 Da
lowest unoccupied orbital energy: -1.642 eV
total charge: 0
orbital gap: 0.270 Eh
E_HOMO: -8.99 eV

Bonds (Å) are listed after each position.
CARTESIAN COORDINATES (ANGSTROEM)
1 C -2.52 0.86 -0.41  S2 1.866, H9 1.105, H10 1.085, H11 1.076
2 S -2.02 -0.93 -0.23  C1 1.866, C3 1.817
3 C -0.51 -0.84 0.78  S2 1.817, C4 1.503, H12 1.097, H13 1.096
4 C 0.78 -0.35 0.19  C3 1.503, S5 1.632, C6 1.573
5 S 2.01 -1.36 -0.15  C4 1.632
6 C 0.82 1.22 0.13  C4 1.573, O7 1.211, O8 1.342
7 O -0.03 1.93 0.62  C6 1.211
8 O 1.93 1.69 -0.46  C6 1.342, H14 0.998
9 H -2.82 1.28 0.56  C1 1.105
10 H -1.70 1.51 -0.72  C1 1.085
11 H -3.39 0.83 -1.04  C1 1.076
12 H -0.31 -1.87 1.10  C3 1.097
13 H -0.74 -0.21 1.65  C3 1.096
14 H 2.46 0.92 -0.82  O8 0.998



<iii>
ORCA calculation (ωB97M-V/def2-TZVPD) on the molecule C4H6O2S2.

Values from the calculation:
molar mass: 150.2 Da
lowest unoccupied orbital energy: 0.088 eV
total charge: 0
orbital gap: 0.338 Eh
E_HOMO: -9.10 eV

Bonds (Å) are listed after each position.
CARTESIAN COORDINATES (ANGSTROEM)
1 O 1.51 -0.62 1.74  C2 1.367, H9 1.006
2 C 1.25 -0.59 0.39  O1 1.367, S3 1.610, C4 1.504
3 S 2.23 -1.34 -0.65  C2 1.610
4 C 0.21 0.45 0.09  C2 1.504, O5 1.344, C6 1.457, C7 1.571
5 O 0.68 1.62 0.55  C4 1.344, H10 0.944
6 C -0.55 0.46 -1.15  C4 1.457, C7 1.490, H11 1.097, H12 1.043
7 C -1.34 0.20 0.09  C4 1.571, C6 1.490, S8 1.801, H13 1.077
8 S -1.80 -1.50 0.41  C7 1.801, H14 1.435
9 H 2.39 -1.08 1.92  O1 1.006
10 H 1.42 1.87 0.02  O5 0.944
11 H -0.49 -0.41 -1.81  C6 1.097
12 H -0.74 1.37 -1.62  C6 1.043
13 H -1.84 1.05 0.51  C7 1.077
14 H -2.92 -1.49 -0.49  S8 1.435



Of them, <i> has the lowest stability.



<i>
ORCA calculation (ωB97M-V/def2-TZVPD) on the molecule C3H5N3O.

Values from the calculation:
molar mass: 99.1 Da
lowest unoccupied orbital energy: 0.454 eV
total charge: 0
orbital gap: 0.340 Eh
E_HOMO: -8.80 eV

Bonds (Å) are listed after each position.
CARTESIAN COORDINATES (ANGSTROEM)
1 O 2.95 0.31 0.05  N2 1.496, H8 0.972
2 N 1.93 -0.75 -0.19  O1 1.496, C3 1.268
3 C 0.71 -0.43 -0.02  N2 1.268, C4 1.529, N7 1.574
4 C -0.63 -1.15 0.03  C3 1.529, N5 1.460, H9 1.153, H10 1.227
5 N -1.51 0.02 -0.04  C4 1.460, C6 1.362, H11 1.087
6 C -0.83 1.19 -0.15  N5 1.362, N7 1.381, H12 1.050
7 N 0.54 1.14 0.06  C3 1.574, C6 1.381
8 H 2.48 1.16 -0.07  O1 0.972
9 H -0.84 -1.94 -0.78  C4 1.153
10 H -0.86 -1.58 1.15  C4 1.227
11 H -2.59 -0.07 0.01  N5 1.087
12 H -1.35 2.09 -0.05  C6 1.050



<ii>
ORCA calculation (ωB97M-V/def2-TZVPD) on the molecule C3H5N3O.

Values from the calculation:
molar mass: 99.1 Da
lowest unoccupied orbital energy: 0.749 eV
total charge: 0
orbital gap: 0.374 Eh
E_HOMO: -9.42 eV

Bonds (Å) are listed after each position.
CARTESIAN COORDINATES (ANGSTROEM)
1 O -2.42 -0.03 0.13  C2 1.257
2 C -1.18 -0.11 -0.08  O1 1.257, C3 1.504, N7 1.351
3 C -0.55 1.25 0.01  C2 1.504, N4 1.456, H8 1.177, H9 1.095
4 N 0.90 1.22 -0.11  C3 1.456, C5 1.305
5 C 1.54 0.09 0.03  N4 1.305, N6 1.487, H10 1.149
6 N 0.84 -1.19 0.30  C5 1.487, N7 1.450, H11 1.062
7 N -0.48 -1.24 -0.30  C2 1.351, N6 1.450, H12 1.066
8 H -0.82 1.82 1.01  C3 1.177
9 H -0.80 1.80 -0.90  C3 1.095
10 H 2.68 0.16 0.17  C5 1.149
11 H 1.38 -1.77 -0.40  N6 1.062
12 H -1.09 -2.00 0.13  N7 1.066



Of them, <i> has the lowest stability.



<i>
ORCA calculation (ωB97M-V/def2-TZVPD) on the molecule C3H5N3O.

Values from the calculation:
molar mass: 99.1 Da
lowest unoccupied orbital energy: 0.929 eV
total charge: 0
orbital gap: 0.368 Eh
E_HOMO: -9.08 eV

Bonds (Å) are listed after each position.
CARTESIAN COORDINATES (ANGSTROEM)
1 C 2.41 0.35 0.01  O2 1.421, H8 1.099, H9 1.104, H10 1.087
2 O 1.43 -0.69 -0.03  C1 1.421, C3 1.340
3 C 0.16 -0.27 0.00  O2 1.340, N4 1.353, N7 1.318
4 N -0.23 1.03 -0.01  C3 1.353, C5 1.315
5 C -1.54 0.94 0.00  N4 1.315, N6 1.347, H11 1.080
6 N -1.89 -0.36 0.00  C5 1.347, N7 1.345, H12 1.014
7 N -0.81 -1.16 0.01  C3 1.318, N6 1.345
8 H 2.34 0.99 -0.87  C1 1.099
9 H 2.28 0.96 0.92  C1 1.104
10 H 3.36 -0.17 0.06  C1 1.087
11 H -2.25 1.76 -0.02  C5 1.080
12 H -2.82 -0.77 0.03  N6 1.014



<ii>
ORCA calculation (ωB97M-V/def2-TZVPD) on a cluster of 2 separate species, C3H5N3O in total.

Values from the calculation:
molar mass: 99.1 Da
lowest unoccupied orbital energy: 0.187 eV
total charge: 0
orbital gap: 0.341 Eh
E_HOMO: -9.09 eV

Bonds (Å) are listed after each position.
CARTESIAN COORDINATES (ANGSTROEM)
1 N -1.64 -0.87 0.94  C2 1.340, H8 1.012, H9 1.032
2 C -0.55 -1.59 1.22  N1 1.340, N3 1.164
3 N 0.43 -2.16 1.47  C2 1.164
4 C 1.59 0.55 -0.05  O5 1.299, C6 1.479
5 O 1.61 -0.60 -0.64  C4 1.299, H10 0.977
6 C 0.72 1.49 -0.79  C4 1.479, N7 1.279, H11 1.098
7 N -0.55 1.37 -0.72  C6 1.279, H12 1.019
8 H -2.44 -1.41 0.64  N1 1.012
9 H -1.43 -0.05 0.34  N1 1.032
10 H 2.05 -1.25 -0.05  O5 0.977
11 H 1.23 2.35 -1.24  C6 1.098
12 H -1.02 2.17 -1.13  N7 1.019



Of them, <ii> has the lowest stability.



<i>
ORCA calculation (ωB97M-V/def2-TZVPD) on the molecule C3H5N3O.

Values from the calculation:
molar mass: 99.1 Da
lowest unoccupied orbital energy: -0.677 eV
total charge: 0
orbital gap: 0.317 Eh
E_HOMO: -9.30 eV

Bonds (Å) are listed after each position.
CARTESIAN COORDINATES (ANGSTROEM)
1 H 2.43 1.45 -0.09  N2 0.986
2 N 2.86 0.57 -0.17  H1 0.986, C3 1.297
3 C 1.94 -0.33 -0.01  N2 1.297, N4 1.426, H9 1.139
4 N 0.57 -0.08 0.32  C3 1.426, N5 1.355, H10 1.087
5 N -0.22 -1.13 0.03  N4 1.355, C6 1.292
6 C -1.49 -0.95 -0.16  N5 1.292, C7 1.415, H11 1.153
7 C -2.09 0.32 0.00  C6 1.415, O8 1.210, H12 1.145
8 O -1.52 1.39 -0.06  C7 1.210
9 H 2.20 -1.44 0.00  C3 1.139
10 H 0.02 0.83 0.55  N4 1.087
11 H -1.93 -2.00 -0.28  C6 1.153
12 H -3.23 0.25 0.06  C7 1.145



<ii>
ORCA calculation (ωB97M-V/def2-TZVPD) on the molecule C3H5N3O.

Values from the calculation:
molar mass: 99.1 Da
lowest unoccupied orbital energy: 0.765 eV
total charge: 0
orbital gap: 0.347 Eh
E_HOMO: -8.68 eV

Bonds (Å) are listed after each position.
CARTESIAN COORDINATES (ANGSTROEM)
1 H -2.40 -0.82 -0.35  N2 1.044
2 N -1.60 -1.46 -0.15  H1 1.044, C3 1.312
3 C -0.53 -0.71 -0.17  N2 1.312, C4 1.478, N7 1.453
4 C 0.81 -1.29 0.06  C3 1.478, C5 1.344, H9 1.104
5 C 1.69 -0.27 0.00  C4 1.344, O6 1.300, H10 1.130
6 O 1.22 0.90 -0.31  C5 1.300, N7 1.495
7 N -0.25 0.69 -0.48  C3 1.453, O6 1.495, N8 1.400
8 N -1.11 1.57 0.18  N7 1.400, H11 0.963, H12 1.070
9 H 1.03 -2.34 0.32  C4 1.104
10 H 2.81 -0.39 0.07  C5 1.130
11 H -1.07 2.40 -0.30  N8 0.963
12 H -0.60 1.71 1.11  N8 1.070



Of them, <ii> has the lowest stability.